1.
Density functional theory data (ωB97M-V with the def2-TZVPD basis set) for a molecular structure, C45H39BrF4N2O5PPdTe at a distorted geometry.

```
99
Properties=species:S:1:pos:R:3:forces:R:3
Te -2.484 1.619 -0.321 -1.20 0.17 1.37
Pd 0.840 -0.319 -0.189 1.13 -0.23 -0.36
Br -0.550 -2.493 -0.201 -0.38 -0.20 0.15
P 2.113 -1.441 -2.189 -0.18 -0.78 0.19
F 2.950 -3.745 -3.902 0.06 -0.09 -0.08
F 2.193 -6.288 -3.895 0.02 -0.08 0.01
F 0.272 -7.145 -2.162 -0.01 -0.06 0.00
F -0.908 -5.365 -0.497 0.01 -0.12 -0.06
O 5.631 3.879 5.004 0.01 0.01 -0.17
O 2.151 -1.136 1.464 -0.60 0.13 -0.23
O 2.629 0.794 0.532 -0.52 0.15 -0.14
O 5.420 4.006 2.855 0.00 0.01 0.14
O -1.530 2.110 -2.777 0.17 -0.47 0.15
N 5.292 3.445 3.924 0.01 0.03 0.02
N -0.392 1.161 -1.117 0.22 -0.54 0.09
C -0.961 1.081 2.283 -0.31 0.40 0.13
C 1.637 -5.452 -3.044 -0.01 0.08 0.05
C 3.899 -1.730 -1.977 -0.15 0.33 0.08
C 3.451 0.428 2.730 0.00 -0.06 0.03
C -0.665 0.372 3.444 -0.02 0.06 -0.11
C 0.708 -1.511 -4.598 0.06 0.04 0.06
C 4.650 2.115 3.909 -0.16 -0.28 0.01
C -5.596 1.844 -0.630 0.18 -0.10 -0.27
C 1.459 -3.178 -2.170 0.02 0.16 0.03
C -4.579 2.196 0.259 -0.03 0.02 -0.26
C -1.367 -0.768 3.809 -0.04 -0.02 -0.09
C -0.424 1.779 -2.312 0.54 0.73 -0.71
C -2.402 -1.203 2.981 0.07 0.03 -0.05
C 1.787 -0.960 -3.905 0.05 0.20 0.22
C 0.654 -5.888 -2.169 0.06 0.14 -0.05
C -2.021 0.619 1.478 0.42 -0.06 -0.13
C 6.571 -2.332 -1.499 -0.05 0.00 0.02
C 2.025 -4.121 -3.028 -0.11 0.18 0.10
C 2.725 -0.009 1.509 0.30 0.26 0.19
C 5.672 -2.286 -0.443 0.04 -0.01 0.00
C 0.508 -1.188 -5.930 -0.08 0.04 -0.05
C 4.609 1.370 5.077 0.00 0.19 -0.05
C -4.795 2.936 1.421 0.44 0.04 0.09
C -6.114 3.212 1.753 -0.02 -0.11 -0.10
C -5.319 1.145 -1.933 -0.01 0.01 0.15
C 0.450 -3.642 -1.332 0.10 0.01 -0.12
C 4.080 1.667 2.734 0.04 0.10 -0.04
C -0.315 2.433 2.082 0.04 -0.33 -0.03
C 2.422 0.268 -5.877 -0.01 0.04 -0.01
C 1.372 -0.313 -6.575 0.03 -0.03 0.01
C 2.616 -0.030 -4.538 0.04 -0.12 -0.02
C 4.806 -1.770 -3.038 -0.03 -0.08 0.03
C 0.058 -4.970 -1.318 -0.11 0.21 0.16
C -7.175 2.813 0.943 0.10 0.00 -0.02
C -3.878 -1.057 0.972 0.06 0.04 0.10
C -8.588 3.134 1.315 -0.12 -0.01 -0.03
C 0.861 2.084 -3.027 -0.30 0.18 0.13
C 3.992 0.128 5.056 0.02 -0.08 0.02
C -6.896 2.141 -0.248 0.07 -0.02 0.10
C 3.420 -0.348 3.888 0.02 -0.04 -0.09
C -1.046 -1.523 5.061 0.06 -0.04 0.04
C -3.669 3.435 2.284 -0.11 -0.10 0.00
C -2.750 -0.531 1.821 -0.10 -0.15 -0.17
C 4.340 -1.990 -0.679 -0.08 0.01 0.04
C 6.132 -2.084 -2.792 0.05 0.05 -0.05
H 0.098 0.761 4.108 0.11 -0.03 -0.03
H -9.068 3.725 0.533 0.03 0.03 0.01
H -9.172 2.217 1.415 0.02 0.00 0.04
H -7.708 1.851 -0.903 -0.01 0.01 -0.01
H -2.942 -2.105 3.250 -0.05 0.02 -0.02
H -1.930 -1.610 5.693 0.01 0.01 0.01
H -0.316 -1.634 -6.472 -0.01 0.01 0.00
H -3.694 -0.871 -0.090 -0.11 -0.09 -0.03
H -6.122 1.320 -2.646 0.02 0.01 -0.02
H -0.770 3.150 2.767 -0.03 0.04 -0.07
H 6.009 -2.478 0.566 -0.01 -0.03 0.01
H -2.818 3.727 1.666 0.04 0.09 0.12
H -0.723 -2.538 4.819 0.00 0.01 0.00
H 3.958 -0.469 5.957 0.03 0.00 0.01
H 3.640 -1.974 0.147 0.04 -0.02 -0.04
H 6.823 -2.141 -3.621 0.01 0.02 0.01
H 0.812 1.691 -4.042 0.01 0.00 0.06
H -6.311 3.779 2.655 0.00 0.00 0.01
H 5.044 1.780 5.976 0.03 -0.05 0.02
H -3.349 2.658 2.982 0.05 0.02 0.00
H 0.034 -2.202 -4.108 0.02 -0.05 -0.02
H -8.643 3.685 2.250 -0.01 0.00 0.00
H 2.950 -1.323 3.858 -0.05 0.04 0.02
H 3.414 0.455 -3.990 0.07 -0.06 -0.03
H 0.749 2.411 2.305 0.10 -0.05 -0.06
H 0.948 3.170 -3.094 0.01 0.01 0.00
H -3.996 -2.131 1.107 0.01 0.00 -0.03
H -0.256 -1.040 5.632 0.00 0.01 0.01
H 3.094 0.950 -6.381 -0.01 0.04 0.03
H -4.822 -0.582 1.248 -0.01 0.03 -0.07
H -0.447 2.805 1.064 0.11 0.13 -0.01
H 1.711 1.685 -2.479 0.01 0.01 -0.05
H 4.114 2.274 1.842 0.01 0.02 0.01
H -3.981 4.300 2.865 0.01 0.02 -0.03
H 4.488 -1.611 -4.056 -0.04 0.02 -0.03
H -5.237 0.066 -1.783 0.02 -0.01 -0.04
H 7.610 -2.569 -1.317 0.01 0.00 0.00
H -4.389 1.510 -2.377 -0.07 -0.05 -0.14
H 1.229 -0.085 -7.622 -0.01 0.00 0.00
```
Forces are in eV/Å.

Total energy, Ha: -5933.84464
Total charge: +2
Multiplicity: 6
Orbital gap (alpha / beta), eV: 8.863 / 4.842
E_HOMO (alpha / beta), eV: -13.51 / -13.96



2.
Density functional theory data (ωB97M-V with the def2-TZVPD basis set) for a molecular structure, C45H39Cl2N7OSTa at a distorted geometry.

```
96
Properties=species:S:1:pos:R:3:forces:R:3
Ta 1.189 0.281 0.860 -1.23 0.16 -0.54
Cl 2.559 3.294 1.922 0.43 0.86 0.44
Cl 0.583 2.425 -2.893 0.13 -0.11 -0.67
S 5.286 -2.203 0.524 -0.60 0.30 -0.03
O 0.272 -0.921 -1.254 0.68 0.50 0.79
N 0.002 1.585 2.881 1.28 -0.70 -0.54
N 3.231 0.401 2.702 -0.72 -0.40 -1.10
N -1.027 0.457 0.787 2.03 -0.25 -0.39
N 1.525 1.756 -0.135 -0.37 -2.92 1.54
N 0.515 -1.653 1.997 0.36 0.57 -0.43
N -0.718 -2.154 2.168 -0.03 -0.29 0.48
N -0.744 2.624 2.493 -0.02 0.19 0.41
C -2.042 -0.439 0.916 -0.44 -0.65 0.38
C 0.010 1.601 4.207 -0.12 0.02 -0.11
C 2.182 3.962 0.381 -0.28 -0.70 -0.30
C -1.886 -1.727 1.493 -0.89 0.45 -0.56
C 1.321 -2.323 2.822 0.00 -0.20 0.17
C -0.497 -2.543 -2.814 0.00 0.02 -0.79
C -1.208 3.308 3.556 0.09 -0.21 0.39
C 0.097 -1.961 -3.961 -0.14 -0.28 0.12
C -1.332 4.142 0.702 0.07 -0.15 0.12
C 1.258 3.526 -1.779 0.19 -0.32 0.67
C -0.242 -2.008 -1.501 -0.23 -0.44 0.57
C 1.925 5.745 -1.174 -0.04 -0.10 0.04
C 0.600 -3.257 3.552 -0.18 0.11 -0.15
C -3.370 -0.097 0.567 0.12 0.01 0.02
C -1.113 2.848 1.154 -0.35 -0.17 -0.94
C 4.264 -2.741 -0.729 0.15 0.14 0.15
C 2.940 -1.067 0.230 -0.63 0.75 0.78
C -4.248 -2.259 1.150 0.02 0.19 -0.07
C -1.839 1.994 -0.959 0.15 0.08 0.28
C -1.327 -3.682 -2.968 0.13 0.19 -0.04
C 3.386 1.082 3.833 -0.05 0.24 0.42
C -2.025 -4.322 -1.805 0.02 -0.01 0.04
C -2.054 5.785 -1.030 0.05 0.03 0.05
C -1.532 -4.199 -4.231 0.03 0.04 -0.07
C 2.334 5.295 0.075 0.02 0.12 -0.07
C -0.745 2.673 4.687 -0.07 0.15 -0.13
C -1.340 1.743 0.318 -0.19 0.76 0.03
C -1.191 -4.222 -6.718 -0.02 -0.04 -0.04
C -5.420 -3.180 1.290 0.06 -0.02 0.11
C -2.078 3.285 -1.393 -0.14 0.02 0.27
C 5.688 0.513 3.997 -0.15 -0.04 -0.09
C -4.431 -0.954 0.699 0.20 -0.20 0.02
C 1.374 4.864 -2.091 0.10 0.11 0.02
C 4.074 -1.040 1.014 0.21 -0.50 -0.53
C 4.293 -0.248 2.195 0.33 0.19 0.49
C 5.547 -0.191 2.822 -0.26 0.11 0.00
C -2.969 -2.617 1.526 0.08 0.10 -0.06
C 0.951 -0.750 -3.875 0.07 0.24 -0.01
C 3.087 -2.058 -0.771 -0.04 -0.34 -0.32
C 1.660 3.011 -0.530 0.22 2.50 -0.80
C -0.129 -2.532 -5.204 -0.06 -0.05 0.07
C 4.577 1.156 4.527 -0.03 -0.03 -0.11
C -1.820 4.379 -0.575 -0.06 -0.17 0.07
C -0.698 -3.114 3.115 0.46 0.00 0.15
C -0.940 -3.643 -5.365 0.05 0.13 0.30
H -2.701 -5.095 -2.162 -0.02 -0.02 0.06
H -5.674 -3.297 2.343 -0.08 -0.10 0.07
H -6.285 -2.752 0.791 -0.11 -0.09 -0.07
H 6.644 0.562 4.494 0.09 0.00 0.05
H -1.114 6.331 -1.052 0.08 0.11 -0.05
H 2.374 -2.120 2.863 0.08 0.13 -0.12
H -2.718 6.304 -0.341 -0.08 0.08 0.00
H 2.342 -2.290 -1.511 -0.09 -0.01 -0.11
H 2.766 5.976 0.791 -0.02 0.00 0.10
H -5.417 -0.607 0.432 -0.14 0.02 -0.04
H -5.223 -4.167 0.880 -0.01 -0.10 -0.06
H 0.961 -3.930 4.300 0.09 -0.16 0.16
H -0.938 2.935 5.707 -0.04 0.06 0.17
H -2.176 -5.057 -4.356 -0.09 -0.11 0.06
H 1.037 5.210 -3.055 -0.02 0.01 -0.10
H -1.856 4.153 3.434 -0.11 0.09 -0.03
H -0.915 -5.275 -6.740 0.01 -0.07 -0.04
H -2.029 1.158 -1.614 0.03 -0.11 -0.07
H -2.601 -3.589 -1.242 -0.09 0.00 0.12
H 0.344 0.083 -3.531 0.09 0.01 -0.03
H 1.743 -0.867 -3.138 0.09 0.10 -0.02
H -0.524 -2.670 -0.664 0.05 0.12 -0.03
H -3.573 0.898 0.209 0.03 0.06 0.00
H -1.305 -4.783 -1.129 0.00 -0.07 0.13
H 0.334 -2.086 -6.070 0.09 0.08 -0.14
H -0.623 -3.695 -7.478 0.01 -0.01 -0.09
H 2.028 6.787 -1.435 0.03 0.09 0.01
H -1.579 -3.616 3.448 -0.22 -0.02 0.00
H 4.641 1.714 5.448 -0.07 0.05 0.04
H 2.511 1.599 4.197 -0.03 0.07 0.02
H 4.596 -3.536 -1.369 0.00 -0.14 -0.20
H -2.806 -3.629 1.867 0.02 -0.07 0.05
H 0.529 0.840 4.761 0.08 -0.10 0.01
H -2.471 3.440 -2.385 -0.02 0.06 -0.19
H 6.387 -0.697 2.373 0.08 -0.02 -0.01
H -2.250 -4.155 -6.963 -0.05 -0.02 -0.06
H 1.386 -0.499 -4.839 0.00 -0.04 -0.05
H -2.492 5.812 -2.021 -0.06 0.03 -0.13
H -1.119 4.980 1.351 0.06 0.07 0.10
```
Forces are in eV/Å.

Total energy, Ha: -3572.20144
Total charge: +1
Multiplicity: 1
Orbital gap, eV: 7.008
E_HOMO, eV: -9.59



Question: Number 1 is which compound?
Answer: C45H39BrF4N2O5PPdTe



Question: The lowest multiplicity belongs to which entry?
Answer: C45H39Cl2N7OSTa



Question: The lowest total charge belongs to which entry?
Answer: C45H39Cl2N7OSTa



Question: The lowest multiplicity belongs to which entry?
Answer: C45H39Cl2N7OSTa